Molecular formula: C4H8NOS
Method: DFT, ωB97M-V with the def2-TZVPD basis set

Geometry as XYZ:
```
15
Properties=species:S:1:pos:R:3:forces:R:3:mulliken_charge:R:1
C -0.989 -0.018 -0.046 -1.264 1.487 2.356 -0.12
C 1.488 0.458 -0.164 1.262 1.638 2.039 -0.44
N 0.358 -1.233 -1.487 1.409 0.392 -0.147 -0.20
C 0.374 -0.314 -0.574 -0.610 -1.576 0.283 0.69
H -1.926 1.121 1.756 -0.230 0.366 0.395 0.22
S -1.584 -0.156 1.851 1.493 0.028 -1.476 -0.15
O -1.951 -0.773 -0.681 4.031 -0.039 -2.925 -0.52
H -2.763 -0.701 -0.295 -3.418 0.427 1.821 0.39
C 1.613 0.982 1.109 -1.543 -3.160 -2.418 -0.61
H 1.048 0.585 1.938 -0.599 0.425 -0.048 0.25
H -0.946 1.121 -0.141 -0.994 -1.292 -0.354 0.35
H 2.288 0.658 -0.875 -0.280 -0.031 -0.049 0.33
H -0.510 -1.641 -1.646 -2.094 -0.859 -0.312 0.24
H 1.063 -1.621 -2.099 0.749 0.617 0.395 0.23
H 2.436 1.532 1.353 2.087 1.576 0.440 0.33
```
Positions in Å, forces in eV/Å.

Summary:
**2S+1**: 1
**Gap between HOMO and LUMO**: 8.33 eV
**HOMO energy**: -13.88 eV
**Net charge**: +1
**DFT total energy**: -685.0741 Ha
**Structure (SMILES)**: C=CC(=[NH2+])[C@@H](O)S
**ΔE to the lowest compared entry with this formula, charge and spin**: 138.06 kJ/mol

Molecular formula: H26O13Xe
Method: DFT, ωB97M-V with the def2-TZVPD basis set

Geometry as XYZ:
```
40
Properties=species:S:1:pos:R:3:forces:R:3:mulliken_charge:R:1
O -3.245 1.740 0.076 0.215 0.242 0.267 -0.77
O 1.288 2.029 -2.562 -0.154 0.664 0.306 -0.61
H -4.130 2.067 0.240 -0.376 0.129 0.143 0.30
H 0.593 -0.792 4.409 -0.052 0.211 0.161 0.31
H -2.102 -1.433 2.866 -0.103 0.194 0.253 0.34
O -3.547 -1.037 0.196 -0.544 -0.024 -0.684 -0.71
H -1.591 4.540 0.534 -0.127 0.269 -0.126 0.32
H 4.704 -0.086 -1.321 0.176 -0.009 0.049 0.27
H 1.055 -1.253 -3.348 -0.081 -0.518 0.628 0.35
O -2.055 -2.132 2.213 -0.555 0.151 0.068 -0.70
O 0.702 -0.563 -3.911 -0.156 0.445 -0.288 -0.64
H 2.461 2.149 1.035 -0.365 0.557 -0.078 0.37
H -3.050 2.013 -0.821 0.137 -0.106 -0.488 0.35
O 3.749 -0.078 -1.386 -0.025 -0.366 -0.586 -0.59
Xe -0.028 -0.005 0.108 0.138 0.072 0.026 -0.01
H 0.644 -3.469 -2.659 0.083 -0.233 -0.101 0.29
H -2.980 -1.428 0.860 0.371 -0.571 0.688 0.48
H 0.571 -4.184 2.827 -0.076 -0.219 0.262 0.27
H 1.791 4.640 1.245 0.161 0.130 0.104 0.27
H 2.119 1.999 -3.037 0.208 -0.110 0.002 0.27
H 1.319 -0.508 -4.640 0.128 0.139 -0.211 0.29
H 3.467 0.526 -0.700 -0.147 0.424 0.561 0.37
H -3.429 -0.094 0.305 0.039 0.480 -0.097 0.37
H -0.445 -2.679 -1.966 -0.970 0.348 0.021 0.40
H 1.072 -3.355 1.663 0.295 0.045 -0.402 0.33
H -2.549 -1.530 -1.266 -0.513 0.368 0.757 0.34
O 0.506 -2.742 -2.053 0.982 -0.137 0.059 -0.64
H -1.124 -2.200 2.001 0.418 -0.415 -0.065 0.25
O 3.249 1.606 1.044 0.462 -0.781 -0.125 -0.60
H 0.636 3.800 0.742 -0.671 -0.193 0.050 0.35
H 3.873 2.097 1.580 0.118 0.049 0.074 0.25
H 0.893 1.171 -2.713 -0.066 -0.531 -0.338 0.33
O -1.372 3.825 1.132 0.442 0.339 0.135 -0.69
O 1.273 -1.334 4.006 0.210 0.219 0.256 -0.62
O 1.567 3.755 0.959 0.292 0.114 -0.016 -0.62
O 0.330 -3.452 2.259 0.091 0.182 -0.102 -0.65
O -2.221 -2.085 -1.973 0.623 -0.477 -0.813 -0.65
H 0.802 -1.879 3.376 -0.118 -0.418 -0.287 0.37
H -1.875 3.078 0.807 -0.312 -0.557 -0.057 0.37
H -2.923 -2.718 -2.127 -0.180 -0.106 -0.005 0.28
```
Positions in Å, forces in eV/Å.

Summary:
**2S+1**: 1
**Gap between HOMO and LUMO**: 10.28 eV
**HOMO energy**: -10.28 eV
**DFT total energy**: -1323.0847 Ha
**ΔE to the lowest compared entry with this formula, charge and spin**: 67.60 kJ/mol

Molecular formula: C9H19BNO4S
Method: DFT, ωB97M-V with the def2-TZVPD basis set

Geometry as XYZ:
```
35
Properties=species:S:1:pos:R:3:forces:R:3:mulliken_charge:R:1
O -2.882 -0.986 -1.959 0.612 -0.119 0.378 -0.67
C 0.379 1.958 -0.762 0.804 -2.597 2.743 0.00
H 3.683 1.935 -1.616 -0.463 -0.907 2.331 0.22
C 1.287 0.966 -1.717 -1.072 1.296 1.309 -0.65
C -3.626 -2.725 -0.128 -0.368 -0.536 0.129 -0.70
B 4.908 1.157 0.148 2.684 0.640 1.126 0.52
C 1.247 0.151 0.601 0.839 -0.823 1.378 -0.45
H -4.408 -2.812 -0.888 0.243 0.085 0.000 0.37
C -4.176 -2.147 1.175 -0.088 -0.101 0.361 -0.65
H 5.223 3.157 0.454 1.299 -1.946 0.773 0.32
H -5.213 -2.456 1.337 0.214 0.037 -0.038 0.33
H -3.152 -3.697 0.031 0.018 0.198 -0.223 0.35
C 2.367 0.341 -0.603 -2.185 1.218 -1.987 0.08
H -0.161 1.855 1.318 0.740 -0.619 -0.902 0.28
H 6.444 -0.145 -0.230 -2.013 -0.051 1.391 0.33
H 2.791 -0.681 -1.033 -0.833 2.283 1.300 0.41
H 3.056 2.505 0.071 0.425 -1.862 -1.084 0.25
H -3.586 -2.519 2.021 -0.098 0.049 -0.118 0.30
H -0.174 2.943 -1.094 1.008 -2.190 1.025 0.32
H -1.892 -0.562 1.357 -0.059 -0.056 -0.067 0.28
N 0.374 1.422 0.532 0.606 1.755 -4.808 -0.04
H 1.761 0.049 1.663 -1.199 0.532 -2.147 0.39
H 1.724 1.675 -2.552 -0.890 -2.013 1.455 0.36
H -4.216 -0.152 2.064 0.018 -0.048 -0.168 0.36
C 3.455 1.563 -0.506 0.107 -0.451 0.149 -0.75
H -4.783 -0.230 0.387 0.147 0.010 0.097 0.34
C -4.045 -0.627 1.094 -0.330 0.139 0.073 -0.78
H -2.507 0.648 0.187 0.022 -0.148 -0.128 0.33
O -1.087 -2.143 -0.586 0.122 0.413 -0.309 -0.71
H 0.494 -0.768 0.504 1.856 1.827 -0.315 0.15
O 5.713 2.299 0.711 -3.185 -1.113 -2.327 -0.55
H 0.529 0.135 -2.039 1.330 1.575 0.090 0.31
O 5.515 -0.187 0.193 0.127 3.311 -1.595 -0.54
C -2.637 -0.361 0.582 -0.027 0.456 0.372 -0.42
S -2.408 -1.560 -0.717 -0.412 -0.246 -0.263 1.28
```
Positions in Å, forces in eV/Å.

Summary:
**2S+1**: 1
**Gap between HOMO and LUMO**: 8.57 eV
**HOMO energy**: -13.42 eV
**Net charge**: +1
**DFT total energy**: -1132.8115 Ha

Molecular formula: C5H11N2O
Method: DFT, ωB97M-V with the def2-TZVPD basis set

Geometry as XYZ:
```
19
Properties=species:S:1:pos:R:3:forces:R:3:mulliken_charge:R:1
H 0.991 0.878 0.924 -1.298 0.156 -0.300 0.43
H 0.466 3.387 -0.813 -0.838 -2.486 0.155 0.24
N -0.441 -0.549 0.447 0.225 2.401 -0.602 0.03
C -1.345 0.551 0.081 0.806 1.996 -0.959 -0.67
H 2.749 -0.445 1.515 -0.360 0.120 -0.689 0.36
O -0.683 1.375 -2.146 -1.705 -2.150 -2.154 -0.46
C 0.729 -0.173 0.777 1.768 0.940 1.354 0.24
N 0.073 2.498 -0.347 -0.391 1.160 0.961 -0.66
H -0.090 1.946 -2.626 0.319 0.541 -0.193 0.33
H 2.170 -1.262 -0.063 0.694 -0.123 0.358 0.37
H -1.113 -2.392 0.973 0.350 -0.714 0.433 0.36
H 1.701 -1.810 1.526 -0.174 -1.918 0.774 0.38
H -1.695 1.069 0.955 0.218 0.342 0.400 0.29
H 0.033 -2.315 -0.541 -2.324 0.445 1.236 0.30
C -0.862 -1.848 0.083 2.210 -2.061 -0.897 -0.80
H -2.213 0.232 -0.424 -0.852 -0.961 -0.602 0.50
C -0.622 1.564 -0.871 1.910 2.527 2.479 0.63
C 1.943 -0.960 0.975 -0.229 0.008 -0.785 -1.26
H -1.791 -1.747 -0.425 -0.330 -0.223 -0.968 0.35
```
Positions in Å, forces in eV/Å.

Summary:
**2S+1**: 1
**Gap between HOMO and LUMO**: 9.47 eV
**HOMO energy**: -13.72 eV
**Net charge**: +1
**DFT total energy**: -381.5578 Ha
**Structure (SMILES)**: [H]/N=C(\O)C/[N+](C)=C/C
**ΔE to the lowest compared entry with this formula, charge and spin**: 278.84 kJ/mol

Molecular formula: C6H10NO
Method: DFT, ωB97M-V with the def2-TZVPD basis set

Geometry as XYZ:
```
18
Properties=species:S:1:pos:R:3:forces:R:3:mulliken_charge:R:1
H 0.012 -1.742 0.108 0.881 1.757 -0.497 0.32
H -1.449 0.398 -0.008 0.369 -0.086 2.651 0.57
H -0.583 -0.907 2.639 -0.329 1.017 0.132 0.35
H 2.316 -0.140 -2.950 -1.166 -0.063 1.529 0.25
H -0.955 2.066 1.947 -0.757 -0.182 0.163 0.29
C 1.892 -0.240 -1.895 2.970 0.309 -3.277 -1.14
C -0.675 0.158 0.835 -1.922 2.042 -4.647 -0.07
H -2.077 0.019 2.667 1.745 -0.495 -1.411 0.34
H -0.369 -0.025 -3.421 -0.331 0.039 0.073 0.42
C -0.413 1.138 1.912 1.333 1.127 -1.681 -0.52
C 0.367 -0.633 -0.025 0.071 -1.972 3.214 -0.72
C 0.654 -0.327 -1.506 -3.817 0.479 1.346 0.77
H 0.611 1.348 2.155 0.437 -0.703 0.736 0.28
H 2.625 -0.269 -1.160 1.347 -0.209 1.144 0.30
C -0.517 -0.127 -2.339 5.062 -0.229 -1.219 -0.22
N -1.094 -0.093 2.238 -1.275 -1.981 1.540 -0.20
O -1.613 -0.149 -1.805 -4.745 -0.154 1.160 -0.36
H 1.267 -0.474 0.609 0.127 -0.697 -0.958 0.36
```
Positions in Å, forces in eV/Å.

Summary:
**2S+1**: 3
**Gap between HOMO and LUMO (spin up / spin down)**: 6.56 / 7.28 eV
**<S²>**: 2.02
**HOMO energy (spin up / spin down)**: -10.13 / -13.69 eV
**Net charge**: +1
**DFT total energy**: -364.1307 Ha
**ΔE to the lowest compared entry with this formula, charge and spin**: 155.08 kJ/mol